A 3-piece molecular cluster, C24H55N5O7P overall in a non-equilibrium geometry, computed with wB97M-V/def2-TZVPD.

Each line ends with the Löwdin spin population.
Atoms and positions in Å:
P (-1.09371, 1.51128, -2.47927)  0.00
O (-1.64823, 6.72784, -2.19367)  0.52
O (-2.30618, -4.11086, -4.64785)  0.00
O (2.47119, -3.78526, 5.79710)  0.00
O (4.01490, -0.73676, 2.71219)  0.00
O (-3.77477, -6.47687, -0.99260)  0.00
O (-0.90536, 0.13713, -1.64558)  0.00
O (-2.69114, 1.61152, -2.67865)  0.00
N (-0.87601, 5.88174, -1.63035)  0.38
N (-3.90261, -3.55183, -2.17966)  0.00
N (4.89822, -2.08314, 5.43795)  0.00
N (-0.10733, 2.19790, -0.05042)  0.00
N (-0.40197, 1.37666, -3.84633)  0.00
C (1.08596, 5.89423, -3.07317)  0.01
C (-2.78820, 5.81147, -0.08404)  0.00
C (3.06004, -4.96297, 5.28722)  0.00
C (-4.16373, -4.03929, -0.83098)  0.00
C (-0.56179, 2.86014, -1.29812)  0.00
C (2.94903, -1.65389, 2.87339)  0.00
C (5.39460, -0.88870, 4.76533)  0.00
C (-3.42280, -4.25453, -5.49786)  0.00
C (2.09216, 1.36988, -0.85928)  0.00
C (3.19867, -3.15576, 6.84399)  0.00
C (-0.55352, 5.25797, 0.79813)  0.01
C (-3.41306, -5.27466, -0.34252)  0.00
C (-1.45619, 5.15110, -0.45022)  0.03
C (0.47296, 3.83908, -1.87009)  0.00
C (4.43066, -0.08420, 3.89930)  0.00
C (1.57925, 1.83934, 1.59659)  0.00
C (-3.13343, -6.72115, -2.22928)  0.00
C (-0.93303, 4.70394, -3.84690)  0.01
C (-1.78672, 3.70507, -0.84784)  0.01
C (1.09814, 1.85114, 0.16450)  0.00
C (3.81742, -1.85326, 6.38468)  0.00
C (-0.10864, 5.04950, -2.61091)  0.03
C (-2.52600, -3.14850, -2.43231)  0.00
C (-2.27444, -2.89785, -3.90276)  0.00
H (-2.52605, 3.77880, -1.64573)  0.00
H (-0.30007, 4.15888, -4.54684)  0.00
H (3.33065, -5.65421, 6.09129)  0.00
H (-3.09888, -7.80130, -2.36954)  0.00
H (2.31999, -5.44235, 4.64876)  0.00
H (3.95520, -4.75996, 4.68822)  0.00
H (1.84382, 1.61838, -1.88424)  0.00
H (3.55723, 0.26947, 4.46154)  0.00
H (2.48739, -2.93911, 7.64536)  0.00
H (-3.56613, -3.36713, -6.12218)  0.00
H (-2.32467, -5.13850, -0.37447)  0.00
H (5.81288, -0.21702, 5.52260)  0.00
H (1.21280, 3.37645, -2.52053)  0.00
H (-3.56536, 5.62697, -0.82260)  0.00
H (6.22403, -1.19985, 4.12559)  0.00
H (-4.35098, -4.44325, -4.94530)  0.00
H (0.78141, 1.41314, 2.20610)  0.00
H (-3.68058, -6.29077, -3.07282)  0.00
H (0.71511, 6.81841, -3.51753)  0.00
H (-2.11109, -6.33232, -2.23789)  0.00
H (2.14013, 0.28385, -0.74498)  0.00
H (4.58947, -2.74792, 4.74134)  0.00
H (-1.82599, 4.11423, -3.64802)  0.00
H (0.29037, 2.08617, -4.03470)  0.00
H (-0.49655, 4.29717, 1.30754)  0.00
H (-1.47398, 0.14508, -0.86680)  0.00
H (3.30266, -2.66287, 3.10195)  0.00
H (-5.23166, -4.26352, -0.76987)  0.00
H (1.68570, 6.19284, -2.21059)  0.00
H (4.96931, 0.80728, 3.56756)  0.00
H (-2.25543, 3.20097, -0.00258)  0.00
H (-3.22840, -5.10892, -6.14440)  0.00
H (4.21711, -1.32624, 7.25702)  0.00
H (3.09474, 1.74288, -0.63685)  0.00
H (1.69996, 5.35224, -3.79051)  0.00
H (-3.68025, -5.41746, 0.70775)  0.00
H (-2.99132, -2.17593, -4.30536)  0.00
H (-4.16075, -4.27177, -2.84156)  0.00
H (0.46950, 5.51964, 0.52111)  0.00
H (1.82020, 2.85551, 1.90273)  0.00
H (-1.79876, -3.90047, -2.09654)  0.00
H (2.25057, -1.33441, 3.65203)  0.00
H (1.03575, 4.24535, -1.02707)  0.00
H (-3.11524, 5.35313, 0.85388)  0.00
H (-2.66560, 6.87435, 0.10640)  0.00
H (-3.97009, -3.22253, -0.12601)  0.00
H (3.00942, -1.23608, 5.96758)  0.00
H (2.43753, 1.17154, 1.68386)  0.00
H (-0.90982, 6.03498, 1.47124)  0.00
H (-1.27441, -2.47313, -4.01541)  0.00
H (3.96262, -3.83009, 7.24316)  0.00
H (-3.20429, 1.42650, -1.88834)  0.00
H (2.41152, -1.70627, 1.92548)  0.00
H (-2.32072, -2.22248, -1.88653)  0.00
H (-1.23431, 5.62420, -4.34398)  0.00

Values from the calculation:
E_LUMO (spin up / spin down) (eV): 0.1 / 0.1
2S+1: 2
Kohn-Sham gap (spin up / spin down) (hartree): 0.311 / 0.321
M (u): 556.706
Net charge: 0
E_HOMO (spin up / spin down) (eV): -8.33 / -8.61